1.
# C6H10O

C6H10O in the gas phase (wB97M-V/def2-TZVPD, OMol25).

```
17
Properties=species:S:1:pos:R:3
O -0.041 1.390 0.085
C 1.746 -0.060 -0.638
C -1.992 0.176 -0.470
C -0.060 -1.026 0.650
C 1.019 -1.146 -0.390
C 1.361 1.191 0.104
C -0.846 0.300 0.520
H 1.725 1.135 1.143
H -0.761 -1.864 0.609
H -1.255 0.559 1.510
H 1.188 -2.091 -0.902
H -1.617 -0.186 -1.433
H -2.758 -0.516 -0.102
H 1.791 2.088 -0.347
H 2.556 -0.038 -1.360
H 0.398 -1.067 1.649
H -2.453 1.154 -0.628
```

Results
* LUMO energy: 1.12 eV
* electronic energy: -8430.6909 eV
* energy above the lowest of the compared OMol25 structures with the same formula, charge and spin: 53.0 kJ/mol
* charge: 0
* SMILES: C[C@H]1CC=CCO1

***

2.
# C51H38IN6PTa

A molecular structure, C51H38IN6PTa (wB97M-V/def2-TZVPD, OMol25).

```
98
Properties=species:S:1:pos:R:3
Ta 0.151 0.781 -0.755
I -1.545 2.584 1.106
P -1.581 -1.101 1.238
N 3.452 -1.671 0.436
N 0.007 -1.174 -2.432
N 1.288 -0.721 -0.058
N -0.088 2.773 -1.973
N 1.592 0.874 -2.253
N 4.673 -2.422 2.453
C -2.913 -1.329 0.022
C -0.875 -2.123 -2.663
C 0.740 -3.619 -3.592
C -5.031 -1.612 -1.760
C -0.041 -4.785 0.252
C 3.948 2.365 0.945
C -4.057 0.700 2.401
C -2.007 0.634 -1.395
C -2.978 -2.713 4.778
C 3.539 -0.581 -2.813
C 2.003 2.087 -2.801
C 2.851 1.823 0.249
C 1.287 -1.402 -2.844
C 1.325 2.925 1.691
C 0.883 -1.629 3.036
C 0.945 4.626 3.960
C -2.259 -2.450 3.625
C -0.975 4.937 -2.519
C 0.057 3.316 2.175
C -4.945 -2.458 -0.657
C -4.070 -0.641 -1.960
C 1.048 -4.886 1.101
C 1.325 -3.859 1.993
C -3.597 -0.498 3.189
C 0.536 -2.715 2.049
C -2.991 -0.477 -1.080
C 2.469 4.674 -3.863
C -0.162 4.122 3.252
C -1.079 3.649 -1.985
C 1.722 -2.631 -3.361
C -3.897 -2.304 0.228
C 3.986 -1.835 -3.288
C -0.852 -3.659 0.307
C 1.518 2.049 0.563
C -4.314 -0.786 4.349
C 3.741 3.171 2.021
C 4.077 -2.076 1.527
C -4.009 -1.870 5.152
C 3.132 2.367 -3.534
C -0.578 -2.625 1.193
C 3.367 3.666 -4.038
C 2.421 3.470 2.420
C 1.060 3.127 -2.624
C 2.202 4.306 3.543
C 2.333 -1.185 0.263
C 3.105 -2.828 -3.595
C -2.530 -1.336 2.822
C -0.558 -3.349 -3.277
C 2.199 -0.331 -2.659
C 0.208 5.330 -3.079
C 1.262 4.403 -3.177
H -1.830 5.596 -2.469
H -2.738 -3.587 5.369
H -3.834 -2.943 1.101
H -4.144 0.015 -2.820
H 3.852 1.603 -3.770
H -1.346 -4.069 -3.445
H 4.568 3.588 2.582
H -1.167 4.374 3.562
H 0.788 5.262 4.820
H 4.952 2.122 0.622
H 1.031 -4.573 -4.013
H -5.141 0.792 2.469
H -0.270 -5.582 -0.444
H 5.049 -1.995 -3.411
H -1.891 -1.944 -2.347
H 0.310 -1.736 3.959
H -3.626 1.617 2.802
H -4.585 -2.062 6.048
H -5.852 -1.709 -2.458
H 3.446 -3.779 -3.982
H -5.140 -0.138 4.616
H 3.068 4.688 4.070
H 1.683 -5.762 1.075
H -1.491 -3.151 3.343
H -2.016 3.346 -1.551
H 2.644 5.663 -4.264
H 4.281 3.844 -4.589
H -1.874 0.645 -2.485
H -5.694 -3.220 -0.488
H -1.713 -3.597 -0.346
H -3.801 0.635 1.344
H 1.939 -1.673 3.303
H 0.669 -0.631 2.643
H 2.180 -3.938 2.655
H 3.110 1.172 -0.574
H 0.334 6.327 -3.481
H 4.275 0.164 -2.551
H -2.553 1.559 -1.197
```

Results
* LUMO energy: -3.89 eV
* electronic energy: -81381.7208 eV
* energy above the lowest of the compared OMol25 structures with the same formula, charge and spin: 117.6 kJ/mol
* charge: +1

***

3.
# C6H22O6

7 unconnected molecules or ions with the total composition C6H22O6 at a distorted geometry (wB97M-V/def2-TZVPD, OMol25).

```
34
Properties=species:S:1:pos:R:3
O 3.634 -1.432 -0.413
O -2.754 0.578 -0.843
O 2.264 0.232 -2.080
O -1.090 -1.574 -3.486
O -1.290 2.890 -0.746
O 1.997 2.684 -0.479
C 1.289 -1.152 1.868
C 0.051 -0.398 1.374
C -1.202 -1.161 1.124
C -1.124 -1.893 0.005
C -2.448 -0.937 1.884
C 0.158 0.962 1.318
H -1.274 3.843 -0.843
H 3.353 -2.051 0.255
H -0.279 -1.830 -0.684
H -1.637 -0.811 -3.254
H -3.334 -0.560 1.362
H 2.926 0.838 -2.395
H 1.485 0.508 -1.594
H -1.855 -2.540 -0.470
H -3.138 1.456 -0.957
H 1.362 -1.998 1.158
H -2.087 0.763 -0.161
H -0.906 -2.041 -2.674
H -2.210 -0.241 2.742
H 2.369 3.387 0.068
H -0.474 2.480 -1.037
H -0.710 1.611 1.215
H 2.867 -0.840 -0.764
H 1.112 1.394 1.673
H -2.764 -1.772 2.558
H 0.902 -1.694 2.794
H 2.221 -0.595 1.941
H 2.584 1.894 -0.461
```

Results
* LUMO energy: 0.17 eV
* electronic energy: -18861.4988 eV
* energy above the lowest of the compared OMol25 structures with the same formula, charge and spin: 337.0 kJ/mol
* charge: 0
* SMILES: C=C(C)C(=C)C.O.O.O.O.O.O

***

4.
# C7H8N2O2

C7H8N2O2 in the gas phase at a distorted geometry (wB97M-V/def2-TZVPD, OMol25).

```
19
Properties=species:S:1:pos:R:3
O -3.452 -0.383 -0.668
O -2.056 0.340 1.812
N -2.202 -0.340 -0.482
N 0.212 -3.352 0.851
C 0.068 -1.289 -0.603
C 1.944 0.139 0.189
C -1.788 0.727 0.455
C -1.401 -1.223 -0.945
C 0.138 -2.366 0.276
C 0.483 0.060 -0.059
C -0.339 0.976 0.424
H -1.766 -2.046 -1.612
H 0.692 -1.610 -1.524
H 2.487 0.222 -0.753
H 0.225 1.811 0.918
H -2.288 1.558 0.046
H -2.811 -0.169 1.925
H 2.237 -0.732 0.971
H 2.311 0.981 0.764
```

Results
* LUMO energy (spin up / spin down): 0.54 / 0.54 eV
* electronic energy: -14459.6230 eV
* energy above the lowest of the compared OMol25 structures with the same formula, charge and spin: 466.6 kJ/mol
* charge: 0
* SMILES: CC1=C[C@H](O)[N+]([O-])=C[C@@H]1C#N

***

5.
# C20H17N3O7

C20H17N3O7 in the gas phase at a distorted geometry (wB97M-V/def2-TZVPD, OMol25).

```
47
Properties=species:S:1:pos:R:3
O -3.628 7.002 -3.702
O -2.649 8.600 -2.536
O 0.711 -0.222 -3.259
O 1.940 -5.722 2.320
O -1.043 1.694 -1.352
O -3.059 2.411 -2.130
O 2.687 -1.884 -0.919
N -1.055 -1.355 0.466
N -2.798 7.392 -2.853
N 1.518 -1.777 -0.524
C 0.999 -2.654 0.404
C -2.041 6.439 -2.118
C 1.672 -3.760 0.856
C 1.175 0.003 -2.174
C 0.693 -0.820 -1.081
C -0.592 -0.633 -0.615
C -1.578 4.067 -1.648
C -0.765 -3.112 2.171
C 2.273 1.066 -2.030
C 1.451 -6.638 3.310
C 1.215 -4.600 1.983
C 1.916 -6.267 4.729
C -0.565 4.441 -0.750
C -1.555 0.351 -1.262
C -0.322 -2.387 0.978
C -0.283 5.792 -0.537
C -2.290 5.077 -2.329
C -1.021 6.774 -1.191
C -1.926 2.636 -1.771
C -0.037 -4.182 2.648
H -0.759 7.811 -1.025
H 2.035 1.962 -2.598
H -0.334 -4.727 3.537
H -2.468 0.407 -0.634
H 3.019 -6.463 4.831
H 2.394 1.359 -1.005
H -1.885 -0.055 -2.222
H 0.376 -6.758 3.270
H 3.204 0.651 -2.479
H -3.060 4.772 -3.033
H 1.348 -6.847 5.427
H 0.050 3.713 -0.224
H -1.729 -2.848 2.592
H 0.522 6.084 0.156
H 2.664 -3.961 0.465
H 1.692 -5.227 4.869
H 1.887 -7.607 2.990
```

Results
* LUMO energy: -1.09 eV
* electronic energy: -39812.6173 eV
* energy above the lowest of the compared OMol25 structures with the same formula, charge and spin: 575.4 kJ/mol
* charge: 0